# 1
Below is one molecule with the formula C3H3ClS in a non-equilibrium geometry, with properties calculated with ωB97M-V with the def2-TZVPD basis set.

The HOMO energy is -9.5 eV. The value obtained for the largest force on an atom is 7.4 eV/A. Its gap between HOMO and LUMO is 9.178 eV. Its total charge is 0.

The geometry in XYZ format:
```
8
Properties=species:S:1:pos:R:3:lowdin_charge:R:1
C 1.56072 -1.28524 -0.62134 0.033
C 0.97411 -0.31198 -0.22448 -0.087
C -0.14976 0.92939 0.36438 -0.498
S -1.70879 0.93190 -0.54989 0.451
Cl -2.57894 -0.68553 0.43216 0.094
H 1.87679 -2.16480 -1.10235 0.009
H 0.25865 1.81987 0.33181 -0.017
H -0.23277 0.76638 1.36971 0.014
```

***

# 2
Below is an isolated ion of composition C12H18N3 and charge +1 in a non-equilibrium geometry, with properties calculated with ωB97M-V with the def2-TZVPD basis set.

The HOMO energy (alpha / beta) is -9.7 / -12.6 eV. The value obtained for the largest force on an atom is 5.7 eV/A. The spin multiplicity is 3. The expectation value of S² is 2.03. Its gap between HOMO and LUMO (alpha / beta) is 7.175 / 6.474 eV. Its total charge is +1.

The geometry in XYZ format:
```
33
Properties=species:S:1:pos:R:3:lowdin_charge:R:1
C 4.73399 -0.56215 -0.00370 -0.045
C 4.70877 0.86835 -0.05450 -0.055
C 3.61888 -1.26661 0.08180 -0.007
C 3.51313 1.51721 0.01449 0.016
C 1.21004 -1.34147 0.70460 0.109
C 2.31482 -0.63837 0.25043 -0.182
C 2.24477 0.83171 0.05163 -0.221
C -0.09399 0.84948 -0.58405 -0.229
C -2.07057 -2.35147 -0.80497 -0.046
C -2.90666 2.48042 0.01429 -0.060
C -2.54877 -1.39202 0.34203 -0.101
C -3.18877 1.14082 0.52203 -0.181
N 1.07592 1.26010 -0.27897 0.152
N -0.89466 0.27251 0.30588 0.034
N -2.31393 0.06711 -0.10460 -0.111
H 5.68327 -1.09279 -0.09383 0.129
H 5.65192 1.56913 -0.02230 0.156
H 3.64609 -2.30464 0.00504 0.104
H 3.33314 2.56726 0.23871 0.128
H 1.28645 -2.47733 0.76904 0.117
H 0.48327 -0.68740 1.02140 0.003
H -0.54014 1.31834 -1.54481 0.167
H -2.74620 -2.38751 -1.69625 0.090
H -1.11701 -2.06505 -1.09964 0.024
H -2.02829 -3.47824 -0.57170 0.118
H -2.66655 2.40728 -1.02598 0.076
H -3.41457 3.26375 0.42915 0.061
H -1.92862 2.79734 0.55353 0.128
H -2.02394 -1.57061 1.19964 0.089
H -3.58400 -1.42514 0.54576 0.101
H -4.21324 0.59176 0.37113 0.164
H -2.98338 1.04035 1.57161 0.125
H -2.24116 0.19788 -1.10689 0.148
```

***

Question: Which of these has the highest total charge?
Answer: C12H18N3

***

Question: What is the formula in the first record?
Answer: C3H3ClS

***

Question: Number 1 is which compound?
Answer: C3H3ClS

***

Question: Which of these has the lowest total charge?
Answer: C3H3ClS